C27H23CaF6N9O5S4 | ωB97M-V/def2-TZVPD

Structure (XYZ):
```
75
Properties=species:S:1:pos:R:3:forces:R:3
Ca -0.562 -0.331 -0.213 0.4 -1.0 -0.4
C 0.785 -3.605 4.366 0.0 0.1 0.0
S 1.757 -3.471 2.854 0.0 -0.1 0.0
C 0.588 -2.870 1.707 0.2 -0.1 -0.1
S 1.186 -2.702 0.102 0.1 0.0 0.2
N -0.615 -2.644 2.168 -0.1 0.0 -0.1
N -1.412 -2.051 1.230 -0.1 0.1 0.2
C -2.667 -2.195 1.345 -0.4 0.1 0.2
C -3.565 -1.544 0.368 -0.1 0.1 0.2
C -4.933 -1.796 0.400 0.1 -0.1 0.1
C -5.746 -1.222 -0.560 0.0 0.1 -0.1
C -5.173 -0.412 -1.526 0.0 0.0 0.0
C -3.803 -0.200 -1.476 -0.1 0.0 -0.1
N -3.014 -0.745 -0.560 -0.2 0.1 0.4
H 1.435 -4.082 5.097 0.0 0.0 0.0
H -0.098 -4.215 4.198 0.0 0.0 0.0
H 0.480 -2.624 4.724 0.0 0.0 0.0
H -3.099 -2.820 2.127 0.0 0.0 0.0
H -5.340 -2.437 1.169 0.0 0.0 0.0
H -6.812 -1.404 -0.554 0.0 0.0 0.0
H -5.767 0.060 -2.294 0.0 0.0 0.0
H -3.319 0.445 -2.201 0.0 0.0 0.0
C 3.025 2.506 -3.989 0.0 -0.1 0.0
C 2.768 1.443 -4.852 0.0 0.1 0.0
C 1.937 0.413 -4.462 -0.1 -0.1 -0.1
C 1.348 0.443 -3.201 -0.1 -0.2 0.0
C 1.595 1.505 -2.344 -0.1 0.0 0.0
C 2.438 2.535 -2.735 0.0 -0.1 -0.1
N 0.491 -0.619 -2.720 0.7 1.1 0.1
N 0.436 -1.593 -3.474 -0.1 -0.3 0.3
C -0.345 -2.660 -2.946 -0.1 -0.1 -0.1
C -0.163 -3.895 -3.548 0.0 0.1 0.1
C -0.870 -4.972 -3.042 -0.1 0.0 0.1
C -1.741 -4.751 -1.986 0.1 0.1 -0.1
C -1.861 -3.464 -1.475 -0.1 -0.3 -0.2
N -1.171 -2.428 -1.933 -0.1 -0.1 -0.2
H 3.679 3.310 -4.299 0.0 0.0 0.0
H 3.221 1.421 -5.834 0.0 0.0 0.0
H 1.735 -0.420 -5.122 0.0 0.0 0.0
H 1.136 1.562 -1.367 -0.1 0.0 0.1
H 2.623 3.358 -2.062 0.0 0.0 0.0
H 0.526 -3.986 -4.374 0.0 0.0 0.0
H -0.747 -5.959 -3.465 0.0 0.0 0.0
H -2.322 -5.555 -1.560 0.0 0.0 0.0
H -2.540 -3.269 -0.656 0.1 -0.2 -0.3
N 5.988 0.976 3.354 0.1 0.0 0.0
C 4.803 1.587 3.623 0.0 0.0 0.0
O 4.678 2.434 4.480 0.0 0.1 0.1
C 3.637 1.153 2.774 0.0 0.0 0.0
C 2.358 1.295 3.288 0.0 0.0 0.0
C 1.282 0.888 2.519 0.0 -0.1 0.1
N 1.412 0.359 1.299 -0.1 0.3 -0.1
C 2.646 0.245 0.805 0.1 -0.1 -0.1
C 3.780 0.627 1.497 0.0 0.0 0.0
H 6.758 1.188 3.965 0.0 0.0 0.0
H 6.025 0.127 2.818 0.0 0.0 0.0
H 2.214 1.723 4.269 0.0 0.0 0.0
H 0.273 0.980 2.894 0.0 0.0 0.0
H 2.732 -0.192 -0.182 0.0 0.0 0.0
H 4.747 0.526 1.025 0.0 0.0 0.0
F -3.753 3.742 1.438 -0.1 -0.1 0.0
C -3.448 2.711 0.666 0.2 0.1 0.0
F -4.244 1.692 0.982 -0.1 -0.1 0.0
F -3.646 3.029 -0.606 -0.1 0.0 0.0
S -1.655 2.203 0.931 -0.2 0.2 -0.5
O -1.134 1.968 -0.421 -0.1 0.3 0.1
O -1.700 0.973 1.690 -0.1 0.0 0.1
N -1.001 3.328 1.743 0.3 0.2 0.3
S -0.769 4.814 1.187 0.0 0.0 -0.2
O -1.708 5.155 0.160 0.1 0.0 0.0
O -0.519 5.692 2.280 -0.1 -0.1 0.0
C 0.880 4.699 0.295 -0.1 -0.1 0.0
F 1.362 3.448 0.296 0.1 0.1 0.1
F 0.730 5.074 -0.973 0.1 0.0 0.0
F 1.766 5.497 0.877 0.0 -0.1 -0.1
```
Positions in Å, forces in eV/Å.

The LUMO energy comes out at -1.205 eV. The calculation puts the highest occupied orbital energy at -0.286 hartree. For the gap between HOMO and LUMO, the calculation gives 0.24222 Eh.